{"formula": "C32H58As2MgN2O7S3Si4Te", "method": "the ωB97M-V functional and the def2-TZVPD basis", "species": ["Mg", "C", "N", "C", "C", "C", "C", "C", "N", "C", "C", "C", "C", "C", "C", "H", "H", "H", "H", "H", "H", "H", "H", "H", "H", "H", "O", "As", "O", "O", "C", "C", "C", "C", "C", "C", "S", "O", "O", "O", "H", "H", "H", "H", "H", "C", "S", "C", "O", "H", "H", "H", "H", "H", "H", "C", "Si", "C", "C", "Si", "Te", "Si", "C", "C", "C", "Si", "C", "C", "C", "H", "H", "H", "H", "H", "H", "H", "H", "H", "H", "H", "H", "H", "H", "H", "H", "H", "H", "H", "H", "H", "H", "H", "H", "H", "H", "H", "C", "As", "C", "C", "S", "H", "H", "H", "H", "H", "H", "H", "H", "H"], "positions_angstrom": [[-1.363, 0.187, 0.553], [-1.555, 2.283, 4.476], [-1.665, 2.185, 3.029], [-1.956, 3.257, 2.405], [-2.041, 3.376, 0.967], [-2.526, 4.495, 0.293], [-2.389, 4.207, -1.075], [-1.817, 2.930, -1.136], [-1.610, 2.408, 0.095], [-2.837, 1.852, 5.152], [-3.722, 2.771, 5.699], [-4.893, 2.350, 6.324], [-5.185, 0.996, 6.409], [-4.301, 0.068, 5.864], [-3.137, 0.491, 5.240], [-1.289, 3.300, 4.793], [-0.767, 1.603, 4.808], [-2.098, 4.205, 2.951], [-2.929, 5.388, 0.753], [-2.658, 4.831, -1.915], [-1.542, 2.372, -2.017], [-3.495, 3.830, 5.633], [-5.571, 3.080, 6.750], [-6.090, 0.663, 6.903], [-4.520, -0.991, 5.929], [-2.440, -0.226, 4.811], [0.629, -0.491, 4.277], [1.438, -0.481, 2.594], [2.424, -0.524, 0.318], [0.180, 0.347, 1.685], [1.030, -2.441, 2.492], [2.133, -3.207, 2.847], [2.039, -4.573, 3.085], [0.814, -5.205, 2.974], [-0.304, -4.475, 2.588], [-0.203, -3.107, 2.351], [-1.677, -2.324, 1.704], [-1.266, -1.852, 0.359], [-2.694, -3.366, 1.669], [-2.065, -1.185, 2.553], [0.392, 0.423, 4.455], [3.093, -2.708, 2.942], [2.922, -5.139, 3.358], [0.724, -6.267, 3.169], [-1.265, -4.951, 2.456], [-5.224, 1.668, 1.401], [-4.053, 0.383, 1.724], [-5.234, -0.948, 1.820], [-3.396, 0.161, 0.339], [-5.883, 1.366, 0.586], [-4.648, 2.552, 1.121], [-5.784, 1.858, 2.321], [-5.935, -0.754, 2.631], [-4.670, -1.869, 1.990], [-5.738, -0.994, 0.853], [5.039, -1.701, -3.937], [3.436, -1.505, -2.967], [2.063, -1.879, -4.186], [3.411, -2.806, -1.642], [3.286, 0.664, -2.187], [1.446, 0.915, -0.365], [5.216, 1.124, -0.984], [5.726, -0.214, 0.207], [4.893, 2.658, 0.056], [6.728, 1.539, -2.027], [3.007, 2.131, -3.975], [1.435, 1.764, -4.924], [4.414, 2.225, -5.223], [2.817, 3.855, -3.254], [5.074, -2.689, -4.409], [5.917, -1.595, -3.290], [5.118, -0.941, -4.724], [1.970, -2.957, -4.358], [2.241, -1.384, -5.148], [1.116, -1.507, -3.787], [3.153, -3.785, -2.059], [2.667, -2.524, -0.891], [4.374, -2.876, -1.127], [4.827, -0.574, 0.717], [6.429, 0.181, 0.946], [6.188, -1.067, -0.303], [3.954, 2.542, 0.606], [4.790, 3.551, -0.569], [5.688, 2.830, 0.789], [7.029, 0.688, -2.648], [7.573, 1.813, -1.385], [6.524, 2.378, -2.702], [1.610, 1.053, -5.739], [1.000, 2.678, -5.340], [0.700, 1.313, -4.248], [4.517, 1.282, -5.770], [5.369, 2.421, -4.725], [4.232, 3.025, -5.950], [2.088, 3.837, -2.436], [2.466, 4.575, -4.001], [3.763, 4.218, -2.837], [-4.452, -2.178, -3.731], [-3.389, -2.079, -2.074], [-4.354, -3.572, -1.224], [-1.896, -3.143, -2.764], [-0.185, -0.008, -1.780], [-4.497, -3.202, -4.115], [-4.005, -1.533, -4.490], [-5.467, -1.824, -3.538], [-4.302, -4.463, -1.854], [-5.401, -3.294, -1.081], [-3.907, -3.780, -0.250], [-2.253, -4.089, -3.179], [-1.196, -3.328, -1.949], [-1.376, -2.573, -3.535]], "forces_ev_per_angstrom": [[-0.43, 0.69, -0.42], [-0.23, -0.09, -0.25], [-0.33, 0.15, 0.11], [0.35, -0.06, -0.13], [0.07, -0.22, 0.42], [-0.06, 0.10, -0.23], [0.04, -0.09, 0.11], [-0.12, 0.04, 0.12], [-0.13, 0.16, -0.02], [0.09, -0.15, 0.11], [-0.09, 0.00, -0.01], [0.06, -0.03, -0.05], [0.08, 0.02, -0.04], [-0.04, 0.07, -0.03], [0.09, -0.07, -0.02], [-0.01, 0.07, 0.07], [-0.08, 0.23, 0.03], [-0.07, 0.03, 0.02], [0.06, 0.01, -0.01], [0.02, 0.00, 0.00], [-0.01, -0.07, 0.02], [0.00, 0.01, 0.01], [-0.01, 0.01, 0.00], [-0.02, 0.00, 0.00], [0.01, 0.00, -0.02], [-0.09, 0.03, -0.04], [-0.19, -0.06, 0.05], [-0.35, 0.21, -0.35], [-0.21, 0.12, 0.25], [1.17, -0.38, 0.22], [-0.42, 0.03, 0.09], [-0.03, 0.02, -0.03], [0.04, 0.00, -0.02], [-0.04, -0.02, -0.03], [0.10, 0.19, 0.01], [0.32, -0.08, -0.04], [-0.15, -0.09, 0.12], [-0.34, -0.49, 0.76], [0.06, 0.02, -0.03], [0.35, -0.55, -0.34], [0.07, -0.05, -0.04], [0.02, -0.02, 0.02], [0.00, 0.01, 0.01], [-0.01, 0.00, -0.02], [-0.01, -0.01, 0.01], [-0.25, 0.39, -0.08], [0.35, -0.19, -1.06], [0.09, -0.31, -0.07], [-0.61, 0.17, 1.56], [0.00, 0.07, -0.01], [-0.02, -0.02, 0.00], [0.00, 0.03, -0.05], [0.00, -0.01, 0.05], [-0.05, 0.10, 0.02], [-0.04, -0.03, 0.04], [0.34, 0.16, -0.12], [-0.20, -0.24, -0.17], [-0.25, 0.15, -0.18], [-0.08, -0.10, 0.40], [-0.03, 0.14, 0.00], [0.84, -0.28, -0.99], [0.10, 0.39, 0.15], [-0.13, -0.45, 0.10], [-0.20, 0.16, 0.06], [0.15, 0.00, -0.36], [-0.03, 0.18, 0.05], [-0.25, -0.25, -0.01], [0.29, -0.13, -0.09], [-0.01, 0.18, 0.24], [0.02, 0.03, 0.02], [-0.06, -0.04, -0.05], [0.01, -0.09, 0.04], [0.04, 0.03, -0.02], [-0.02, -0.05, 0.05], [0.02, -0.08, -0.02], [0.07, 0.02, -0.01], [0.03, -0.05, -0.02], [-0.05, -0.01, -0.02], [0.05, 0.02, 0.02], [0.03, -0.02, -0.04], [0.00, 0.06, 0.04], [0.05, 0.03, 0.05], [0.03, -0.03, 0.04], [0.02, 0.00, -0.06], [0.00, 0.07, 0.05], [-0.03, -0.01, -0.02], [0.05, -0.04, 0.08], [-0.01, 0.05, 0.04], [0.05, -0.02, -0.04], [-0.01, 0.07, -0.06], [-0.01, 0.08, 0.02], [-0.06, 0.01, -0.07], [0.00, -0.04, 0.02], [0.01, 0.04, -0.06], [0.05, -0.02, 0.00], [-0.05, 0.00, -0.03], [-0.06, -0.01, -0.25], [-0.03, -0.02, -0.03], [0.11, -0.04, 0.18], [0.08, -0.03, 0.06], [0.17, 0.23, 0.35], [-0.02, 0.02, 0.00], [-0.02, -0.02, 0.01], [0.01, 0.00, 0.00], [-0.03, 0.01, -0.01], [0.01, 0.02, 0.00], [-0.04, 0.03, -0.09], [0.00, 0.00, -0.01], [0.00, 0.03, -0.01], [0.01, 0.00, 0.03]], "energy_ev": -249877.03661, "fmax_ev_per_a": 1.7, "total_charge": -2, "multiplicity": 1, "lumo_ha": 0.14379, "homo_lumo_gap_ev": 5.8445}